117
Properties=species:S:1:pos:R:3:forces:R:3:mulliken_charge:R:1 method="wB97M-V/def2-TZVPD" total_charge=0 gap_ev=9.33 fmax_ha_per_bohr=0.075
C 1.230 2.253 4.160 0.1 0.9 0.1 -0.875
C 1.233 2.860 2.732 -0.7 -0.5 -0.5 -0.806
C 0.680 1.885 1.651 0.5 0.0 0.1 0.442
C -0.826 1.694 1.815 0.3 1.5 0.0 0.105
O -1.384 0.608 1.023 -0.4 -0.3 2.2 -0.165
P -1.574 -0.792 1.772 2.8 -1.6 -1.7 0.652
O -1.196 -1.843 0.856 -0.7 -0.9 -0.8 -0.757
O -0.591 -0.877 3.050 -1.6 0.9 -0.3 -0.005
C 0.633 -1.587 2.733 1.7 -0.8 0.4 -0.402
C 1.698 -1.416 3.819 0.1 -0.2 -0.3 -0.318
O 1.274 -1.900 5.096 0.0 0.7 0.0 -0.594
O -3.167 -1.101 2.204 1.1 2.8 1.4 -0.338
S -4.069 0.169 2.653 -3.4 -0.6 -1.7 1.167
O -4.106 1.212 1.695 2.3 1.1 -0.3 -0.533
O -5.383 -0.330 2.820 -0.2 -1.4 1.3 -0.642
C -3.620 0.820 4.354 -0.6 -0.9 0.3 0.575
F -4.425 0.221 5.212 -0.1 -0.5 0.2 -0.202
F -2.386 0.578 4.714 0.7 0.3 -0.1 -0.154
F -3.937 2.086 4.369 0.5 0.9 -0.3 -0.215
H 0.853 3.030 4.845 0.0 -0.4 0.0 0.293
H 0.597 1.361 4.259 0.2 0.2 -0.1 0.077
H 2.245 2.023 4.516 -0.3 -0.1 -0.2 0.324
H 0.577 3.744 2.702 0.3 0.0 0.1 0.357
H 2.232 3.165 2.401 -0.2 0.0 0.2 0.454
H 1.267 0.959 1.725 -0.4 0.0 -0.1 -0.353
H 0.904 2.297 0.659 -0.1 -0.2 0.2 0.032
H -1.310 2.612 1.445 0.0 -0.4 0.1 0.395
H -1.062 1.648 2.888 -0.2 -0.5 -0.4 -0.099
H 1.106 -1.259 1.802 -0.5 0.1 0.1 0.361
H 0.473 -2.666 2.614 -0.5 0.4 0.1 0.573
H 2.091 -0.387 3.849 -0.4 -0.2 0.2 0.073
H 2.545 -2.038 3.494 -0.3 0.2 -0.1 0.201
H 1.457 -1.194 5.727 -0.2 -0.3 0.0 0.350
C 3.391 1.363 -0.967 0.0 -0.1 0.0 0.322
O 3.135 2.186 -0.103 0.1 0.1 0.0 -0.656
N 3.192 1.535 -2.283 0.0 -0.2 0.1 0.260
C 3.520 0.505 -3.253 -0.2 0.4 0.0 -0.848
C 2.629 2.793 -2.748 0.0 0.0 0.2 -1.022
H 3.820 0.376 -0.720 0.0 0.0 0.0 0.101
H 4.255 0.892 -3.956 0.0 -0.2 0.0 0.407
H 2.614 0.223 -3.794 0.1 -0.1 -0.1 0.337
H 3.930 -0.375 -2.762 0.0 0.1 0.0 0.150
H 3.281 3.616 -2.450 -0.1 0.1 -0.1 0.309
H 1.651 2.946 -2.292 0.0 0.1 -0.1 0.220
H 2.527 2.782 -3.831 0.0 0.0 0.0 0.409
C 4.249 -2.493 0.890 0.1 0.0 0.0 -0.078
O 3.072 -2.382 1.186 0.1 -0.1 -0.1 -0.643
N 4.740 -3.351 -0.021 0.2 0.1 0.0 0.306
C 6.155 -3.423 -0.323 -0.2 -0.1 -0.1 -0.957
C 3.819 -4.234 -0.727 0.1 0.3 0.2 -0.978
H 5.030 -1.872 1.364 0.0 0.0 0.0 0.338
H 6.314 -3.199 -1.380 0.1 0.0 0.0 0.333
H 6.522 -4.430 -0.110 0.1 0.0 0.0 0.340
H 6.714 -2.708 0.278 -0.1 0.0 0.0 0.311
H 3.086 -3.635 -1.268 -0.1 -0.2 0.0 0.305
H 3.292 -4.855 -0.011 -0.1 0.1 -0.1 0.222
H 4.366 -4.864 -1.427 0.1 0.1 0.0 0.415
C -4.940 3.682 -3.397 0.0 -0.1 0.0 0.055
O -4.160 4.458 -3.924 0.1 0.0 0.0 -0.543
N -4.736 3.079 -2.216 -0.1 0.0 -0.1 0.163
C -5.692 2.157 -1.633 0.3 0.0 0.1 -0.797
C -3.506 3.359 -1.492 0.0 0.1 -0.2 -0.807
H -5.898 3.408 -3.868 0.0 0.0 0.0 0.227
H -6.016 2.537 -0.663 -0.1 -0.1 0.0 0.293
H -5.210 1.187 -1.498 -0.2 -0.1 0.1 0.285
H -6.561 2.036 -2.277 0.1 0.1 -0.1 0.311
H -3.444 4.428 -1.281 0.1 0.0 0.0 0.303
H -2.650 3.078 -2.108 0.1 0.0 0.1 0.310
H -3.485 2.799 -0.560 -0.1 0.0 0.0 0.209
C -0.723 5.625 -4.603 -0.1 -0.2 0.0 0.104
O 0.416 5.212 -4.745 0.1 0.1 0.0 -0.638
N -1.060 6.923 -4.464 -0.1 -0.1 0.0 0.123
C -2.439 7.343 -4.296 0.2 0.1 0.0 -0.775
C -0.010 7.925 -4.483 0.1 -0.3 0.0 -0.939
H -1.592 4.947 -4.574 0.0 0.1 0.0 0.339
H -2.715 8.015 -5.113 -0.1 0.0 0.1 0.342
H -2.542 7.869 -3.344 -0.1 0.0 0.0 0.327
H -3.105 6.482 -4.302 0.1 0.0 0.0 0.197
H 0.527 7.872 -5.432 0.1 0.1 0.1 0.285
H 0.697 7.729 -3.676 0.1 0.1 -0.1 0.288
H -0.438 8.918 -4.361 -0.1 -0.1 0.0 0.375
C 5.595 -1.253 -6.241 0.1 0.0 0.0 0.068
O 5.489 -0.916 -5.076 -0.1 -0.1 -0.1 -0.537
N 4.568 -1.392 -7.101 0.2 0.0 -0.1 0.122
C 4.766 -1.798 -8.479 -0.2 0.1 0.2 -0.943
C 3.219 -1.126 -6.631 0.2 0.0 0.2 -0.827
H 6.574 -1.478 -6.696 0.0 0.0 0.0 0.251
H 4.390 -1.019 -9.146 0.0 -0.1 -0.1 0.336
H 4.220 -2.725 -8.667 0.1 0.0 -0.1 0.335
H 5.822 -1.961 -8.683 0.0 0.0 0.1 0.296
H 3.153 -0.096 -6.277 -0.1 0.0 0.0 0.244
H 2.984 -1.793 -5.800 -0.1 0.1 0.0 0.278
H 2.504 -1.280 -7.436 0.1 0.0 0.0 0.395
C -6.066 0.164 9.454 0.1 0.0 0.0 0.120
O -6.157 0.413 10.640 -0.1 0.0 0.0 -0.588
N -7.103 0.119 8.591 0.2 0.0 -0.1 0.141
C -6.923 -0.185 7.185 -0.3 0.1 0.2 -0.842
C -8.440 0.385 9.092 0.2 0.0 0.2 -0.967
H -5.095 -0.052 8.976 0.0 0.0 -0.1 0.272
H -7.281 0.655 6.585 0.1 -0.1 -0.1 0.341
H -7.495 -1.080 6.932 0.1 0.0 -0.2 0.345
H -5.875 -0.359 6.961 0.0 0.0 0.1 0.201
H -8.474 1.385 9.526 -0.1 0.0 0.0 0.302
H -8.687 -0.337 9.871 -0.1 0.1 0.0 0.292
H -9.163 0.312 8.283 0.1 0.0 0.0 0.385
C 1.906 -7.077 0.123 -0.1 0.0 0.1 0.189
O 1.439 -6.062 -0.356 -0.1 -0.2 -0.1 -0.623
N 1.923 -8.282 -0.484 0.1 0.0 0.2 0.124
C 2.496 -9.455 0.145 -0.1 0.1 -0.3 -0.906
C 1.346 -8.403 -1.812 0.0 0.3 0.1 -0.922
H 2.367 -7.091 1.126 0.0 -0.1 0.0 0.291
H 3.310 -9.840 -0.474 0.0 -0.1 0.1 0.337
H 1.729 -10.225 0.248 0.1 -0.1 0.1 0.335
H 2.886 -9.209 1.131 0.0 0.1 0.0 0.296
H 1.865 -7.731 -2.497 -0.1 0.0 -0.1 0.267
H 0.294 -8.115 -1.779 0.0 0.0 -0.1 0.301
H 1.433 -9.427 -2.167 0.0 0.0 0.1 0.379